{
  "formula": "C31H47InNO3P2S",
  "method": "ωB97M-V/def2-TZVPD",
  "elements": ["In", "C", "C", "C", "C", "C", "C", "H", "H", "H", "C", "H", "H", "H", "C", "H", "H", "H", "C", "H", "H", "H", "C", "H", "H", "H", "C", "C", "C", "C", "C", "C", "C", "C", "H", "H", "H", "H", "H", "H", "H", "H", "H", "H", "H", "H", "P", "P", "C", "C", "H", "H", "H", "H", "C", "H", "H", "H", "C", "H", "H", "H", "C", "H", "H", "H", "C", "H", "H", "H", "O", "C", "N", "S", "O", "O", "C", "C", "C", "C", "C", "C", "H", "H", "H", "H"],
  "positions_angstrom": [[0.264, -0.286, -0.432], [1.313, 2.185, -2.852], [0.557, 3.105, -2.081], [2.739, 3.160, -1.330], [2.664, 2.229, -2.396], [1.431, 3.689, -1.120], [0.826, 1.322, -3.950], [-0.245, 1.472, -4.125], [0.997, 0.258, -3.732], [1.363, 1.557, -4.881], [3.764, 1.427, -2.969], [3.569, 0.345, -2.844], [4.708, 1.676, -2.465], [3.876, 1.622, -4.052], [3.954, 3.471, -0.546], [4.841, 3.470, -1.194], [4.107, 2.724, 0.249], [3.857, 4.458, -0.079], [1.090, 4.690, -0.082], [1.522, 5.679, -0.323], [1.487, 4.387, 0.905], [0.002, 4.804, -0.001], [-0.868, 3.445, -2.250], [-0.988, 4.343, -2.876], [-1.351, 3.655, -1.285], [-1.409, 2.634, -2.746], [-3.585, -3.123, 0.608], [-3.945, -2.460, -0.568], [-5.285, -1.783, -0.715], [-5.597, -0.746, 0.387], [-4.393, -0.118, 1.071], [-3.866, -0.651, 2.187], [-4.350, -1.961, 2.798], [-4.503, -3.153, 1.814], [-6.040, -2.590, -0.693], [-6.298, -1.189, 1.125], [-5.392, -1.304, -1.707], [-5.570, -3.275, 1.541], [-2.834, -3.940, 0.563], [-3.578, -2.840, -1.530], [-4.267, -4.099, 2.334], [-3.702, -2.313, 3.634], [-3.238, -0.037, 2.829], [-5.342, -1.749, 3.263], [-6.168, 0.092, -0.049], [-4.189, 0.931, 0.782], [-1.798, -1.751, -0.094], [-0.386, 0.741, 1.997], [-1.275, -2.003, 1.737], [-0.679, -0.937, 2.683], [-0.680, -2.944, 1.806], [-2.240, -2.282, 2.195], [-1.329, -0.803, 3.554], [0.302, -1.266, 3.076], [0.719, 1.513, 3.207], [1.464, 2.119, 2.679], [1.234, 0.732, 3.781], [0.111, 2.140, 3.872], [-1.846, 1.826, 1.998], [-2.078, 2.079, 3.035], [-2.712, 1.361, 1.528], [-1.597, 2.731, 1.435], [-1.058, -3.107, -1.082], [-0.127, -2.840, -1.620], [-1.796, -3.434, -1.830], [-0.856, -3.944, -0.397], [-2.528, -0.467, -1.237], [-1.869, 0.339, -1.637], [-3.307, 0.040, -0.643], [-3.015, -1.002, -2.074], [1.954, -1.465, -1.692], [2.759, -1.317, -0.707], [2.262, -0.700, 0.391], [3.354, -0.368, 1.606], [3.544, 1.069, 1.670], [2.961, -1.056, 2.815], [4.621, -1.216, 0.709], [5.921, -1.432, 1.139], [6.767, -2.116, 0.256], [6.342, -2.532, -1.012], [5.037, -2.281, -1.437], [4.160, -1.669, -0.527], [6.228, -1.072, 2.120], [7.782, -2.304, 0.577], [7.042, -3.059, -1.658], [4.685, -2.535, -2.439]],
  "forces_ev_per_a": [[1.3, 1.7, -0.4], [1.6, -1.8, 0.9], [0.5, 1.2, 3.1], [-0.6, -0.9, -1.2], [-1.0, 0.6, 0.4], [-0.8, -0.6, -1.3], [-0.1, -0.2, -0.7], [0.2, -0.1, -0.1], [0.0, 0.3, -0.2], [-0.2, -0.1, 0.0], [0.4, -0.4, -0.3], [0.2, 0.3, -0.1], [-0.1, -0.2, -0.3], [0.1, -0.2, 0.4], [0.2, 0.2, 0.2], [-0.1, 0.1, 0.2], [0.0, 0.3, -0.2], [0.2, -0.2, 0.0], [0.0, 0.3, 0.3], [-0.2, -0.2, 0.2], [-0.2, 0.2, -0.3], [0.2, 0.1, 0.1], [-0.5, 0.4, -0.2], [-0.1, -0.1, 0.1], [0.0, 0.0, -0.2], [-0.1, 0.1, 0.0], [-2.5, -0.8, -2.2], [-1.9, -3.6, 1.5], [0.0, 0.6, -0.2], [-0.6, 0.4, 0.0], [-1.1, 0.0, 1.3], [-0.9, 0.3, 0.1], [-0.2, 0.0, 0.6], [0.1, -0.4, 0.3], [0.2, 0.2, 0.0], [0.6, 0.2, -0.2], [0.3, -0.3, 0.4], [0.6, 0.3, -0.3], [-0.4, 0.8, 0.0], [0.3, 0.3, 0.6], [0.0, 0.5, 0.0], [-0.3, 0.6, -0.5], [0.1, -0.3, -0.3], [0.6, -0.2, -0.2], [0.2, -0.4, 0.0], [0.0, -0.8, 0.2], [5.5, 2.1, -0.9], [1.0, 0.2, -1.1], [-1.9, -0.6, 0.8], [-0.1, 0.4, 0.2], [-0.2, 0.7, -0.8], [0.7, -0.1, -0.1], [0.0, -0.4, 0.0], [-0.3, 0.2, -0.4], [0.0, 0.1, 0.2], [-0.2, -0.1, 0.2], [0.0, 0.3, -0.1], [0.3, -0.1, 0.0], [-0.1, -0.2, 0.3], [-0.2, 0.2, -0.1], [0.5, 0.3, 0.1], [0.1, -0.1, 0.2], [-0.2, -0.5, -0.4], [-0.6, -0.1, 0.5], [0.3, -0.1, 0.2], [0.0, 0.2, -0.3], [-1.2, 0.7, 0.2], [-0.1, -0.8, 0.4], [0.4, -0.2, -0.8], [0.4, 0.3, 0.3], [1.7, -0.3, 1.3], [-2.2, 0.8, -0.4], [-0.2, -0.1, 0.1], [-1.0, 0.5, -0.9], [0.2, -1.4, 0.2], [0.3, 0.2, -0.4], [1.0, -0.3, 0.3], [-0.4, 0.0, -0.5], [-0.2, 0.1, 0.2], [-0.1, 0.2, 0.2], [-0.4, 0.1, 0.5], [1.2, -0.1, -0.6], [0.2, -0.2, -0.3], [0.1, -0.1, -0.1], [-0.2, 0.2, 0.1], [0.1, 0.0, 0.4]],
  "lumo_energy_ev": [-3.62, -3.62],
  "de_lowest_kj_mol": 548.99,
  "charge": 1,
  "homo_energy_ha": [-0.2897, -0.2887]
}

***

{
  "formula": "C22H35ClO2P2V",
  "method": "ωB97M-V/def2-TZVPD",
  "elements": ["P", "P", "C", "C", "H", "H", "H", "H", "C", "H", "H", "H", "C", "H", "H", "H", "C", "H", "H", "H", "C", "H", "H", "H", "V", "C", "C", "C", "C", "C", "C", "C", "C", "C", "H", "H", "H", "H", "H", "H", "H", "H", "H", "H", "H", "H", "H", "H", "H", "Cl", "C", "C", "C", "C", "C", "C", "C", "O", "O", "H", "H", "H", "H"],
  "positions_angstrom": [[0.417, 3.031, -1.743], [2.902, 0.600, -0.735], [2.251, 3.324, -1.826], [3.138, 2.066, -1.941], [2.545, 3.907, -0.938], [2.396, 3.966, -2.713], [3.103, 1.674, -2.969], [4.181, 2.386, -1.784], [3.764, 1.356, 0.680], [3.749, 0.676, 1.540], [3.349, 2.334, 0.971], [4.808, 1.519, 0.371], [4.071, -0.642, -1.346], [5.081, -0.261, -1.177], [3.867, -0.833, -2.409], [3.936, -1.562, -0.757], [-0.282, 4.712, -1.747], [-1.379, 4.625, -1.730], [0.037, 5.201, -2.680], [0.064, 5.278, -0.870], [0.137, 2.612, -3.508], [0.769, 1.780, -3.858], [0.365, 3.520, -4.082], [-0.920, 2.350, -3.632], [-1.272, -0.605, 0.463], [1.622, -0.766, -0.086], [0.887, -0.179, 1.078], [0.708, 1.279, 0.947], [-0.726, 1.790, 1.022], [-1.467, 1.548, -0.249], [-1.129, 0.844, -1.409], [0.091, 0.108, -1.864], [0.558, -1.164, -1.152], [-3.304, -0.729, -0.361], [2.243, -1.654, 0.148], [1.182, -0.554, 2.077], [1.085, 1.618, -0.042], [1.344, 1.832, 1.659], [-1.255, 1.375, 1.910], [-0.687, 2.881, 1.156], [-2.470, 2.008, -0.286], [-1.922, 0.873, -2.195], [0.981, 0.777, -1.887], [0.014, -0.119, -2.942], [-0.327, -1.763, -0.830], [0.988, -1.868, -1.886], [-3.495, -1.774, -0.673], [-3.605, -0.011, -1.143], [-3.844, -0.509, 0.583], [-4.500, -6.834, 4.917], [-3.602, -5.590, 4.153], [-3.532, -4.304, 4.716], [-2.881, -3.266, 4.042], [-2.285, -3.530, 2.809], [-2.280, -4.820, 2.284], [-2.944, -5.857, 2.944], [-1.773, -2.444, 1.930], [-1.832, -1.208, 2.315], [-1.316, -2.755, 0.776], [-4.028, -4.120, 5.664], [-2.834, -2.263, 4.456], [-1.769, -5.015, 1.342], [-2.976, -6.851, 2.501]],
  "forces_ev_per_a": [[1.0, 0.4, 0.2], [0.8, 0.2, -0.2], [0.0, 0.6, -0.3], [-0.2, -0.2, -0.4], [-0.1, -0.1, -0.2], [0.5, -0.2, 0.3], [-0.1, -0.1, 0.3], [-0.2, -0.3, 0.1], [0.2, -0.1, 0.4], [-0.1, 0.2, -0.1], [0.0, -0.5, -0.2], [-0.3, -0.1, 0.1], [0.5, 0.2, -0.1], [0.1, -0.2, -0.4], [0.3, 0.0, 0.3], [0.2, 0.4, -0.4], [0.3, 0.3, -0.4], [0.3, 0.1, 0.0], [-0.2, 0.3, 0.3], [-0.2, -0.1, -0.3], [0.0, 0.3, -0.2], [-0.3, 0.4, 0.1], [-0.1, -0.3, -0.2], [0.3, 0.0, -0.2], [-0.8, -0.8, -2.1], [-2.4, -0.7, 1.2], [0.6, -1.3, 0.3], [0.4, 1.0, 0.8], [0.7, 1.0, 0.0], [-0.9, -0.9, -1.1], [-1.7, 0.0, 1.0], [0.7, 0.1, -1.3], [1.1, 0.3, -1.1], [0.2, -0.4, 0.5], [-0.2, 0.6, 0.1], [0.2, 0.4, -0.6], [-0.3, -0.1, 0.5], [-0.4, 0.1, 0.2], [0.3, 0.4, -0.4], [-0.1, 0.1, 0.2], [0.5, -0.4, 0.0], [0.6, -0.1, 0.9], [-0.5, -0.1, 0.2], [-0.6, -0.1, 0.4], [0.8, 0.0, 0.4], [-0.1, 0.4, 0.0], [-0.3, 0.5, 0.1], [-0.1, -0.4, 0.3], [-0.3, -0.2, -0.5], [-0.2, -0.3, 0.3], [0.8, 1.1, -0.8], [-0.1, -0.2, -0.1], [-0.1, -0.6, 0.0], [-0.1, 0.0, -0.2], [-0.3, -0.5, 0.3], [0.0, 0.3, 0.2], [0.4, 0.7, -0.2], [-0.3, -1.8, 0.2], [-0.4, 0.8, 1.6], [0.1, 0.0, -0.1], [-0.1, -0.2, -0.1], [-0.2, 0.2, 0.2], [0.0, 0.2, 0.2]],
  "lumo_energy_ev": [0.04, 0.04],
  "s2": 3.770,
  "de_lowest_kj_mol": 0.00,
  "charge": 0,
  "homo_energy_ha": [-0.2052, -0.2258],
  "spin_multiplicity": 4
}

***

{
  "formula": "C3H8N",
  "method": "ωB97M-V/def2-TZVPD",
  "elements": ["C", "N", "C", "C", "H", "H", "H", "H", "H", "H", "H", "H"],
  "positions_angstrom": [[-1.117, -0.482, -0.940], [-0.477, -0.046, 0.314], [1.113, -0.427, 0.624], [0.697, 0.944, 0.324], [-1.267, -1.532, -0.818], [-1.942, 0.168, -0.984], [-0.447, -0.210, -1.741], [-1.194, 0.196, 1.064], [1.661, -1.023, -0.170], [1.238, -0.834, 1.687], [0.597, 1.765, 1.108], [1.139, 1.481, -0.469]],
  "forces_ev_per_a": [[1.6, 0.6, 0.7], [2.4, 1.2, 0.5], [-1.2, -0.9, 1.4], [-0.5, 1.1, 2.8], [-0.6, -0.6, -0.5], [-1.6, 0.1, -0.6], [0.1, -0.4, -0.4], [1.8, -0.9, -0.8], [-1.3, 0.7, 0.8], [-0.2, 0.9, -1.7], [0.0, -1.7, -0.5], [-0.4, -0.2, -1.9]],
  "lumo_energy_ev": -3.68,
  "de_lowest_kj_mol": 147.31,
  "charge": 1,
  "homo_energy_ha": -0.6363,
  "smiles": "C[NH+]1CC1"
}

***

{
  "formula": "C4H5O4Tl",
  "method": "ωB97M-V/def2-TZVPD",
  "elements": ["C", "O", "H", "H", "C", "C", "H", "H", "H", "O", "C", "O", "O", "Tl"],
  "positions_angstrom": [[0.035, 0.407, -1.610], [0.411, 0.891, -2.774], [-0.213, -0.649, -1.492], [0.240, 0.274, -3.498], [0.158, 1.224, -0.435], [-0.992, 0.638, 0.216], [0.086, 2.302, -0.601], [1.216, 0.616, 0.380], [-2.029, 0.813, -0.070], [-0.885, -0.132, 1.322], [0.235, -0.787, 1.751], [1.361, -0.454, 1.340], [-0.047, -1.727, 2.524], [0.423, -3.416, 2.947]],
  "forces_ev_per_a": [[3.1, 1.4, -3.4], [-1.3, -0.9, 3.4], [-0.3, -0.1, -0.7], [0.2, -0.5, -0.9], [0.6, -1.7, 0.4], [0.3, -0.2, 4.6], [0.1, 0.2, 0.0], [-1.5, 0.4, -0.9], [-0.3, 0.0, 0.4], [-2.5, 1.3, -2.9], [4.1, 1.9, -1.9], [-1.9, -0.2, 0.4], [-3.0, 6.6, -0.9], [2.4, -8.2, 2.5]],
  "lumo_energy_ev": [-15.24, -17.13],
  "s2": 0.752,
  "charge": 3,
  "homo_energy_ha": [-0.8753, -0.8762],
  "spin_multiplicity": 2
}

***

| no. | E (eV) |
| --- | --- |
| 1 | -75115.445 |
| 2 | -84258.433 |
| 3 | -4721.900 |
| 4 | -17071.621 |